(i)
C5H11NO3 | ωB97M-V/def2-TZVPD

Cartesian coordinates (Å):
1 C -2.153 -0.784 0.234
2 C -1.319 0.378 -0.279
3 O -1.979 1.409 -0.588
4 C 0.176 0.731 0.089
5 N 0.368 1.096 1.481
6 O 0.638 1.745 -0.749
7 C 0.805 -0.625 -0.256
8 C 1.978 -0.668 -1.197
9 O 0.962 -1.486 0.809
10 H -3.032 -0.413 0.768
11 H -1.637 -1.440 0.936
12 H -2.503 -1.343 -0.635
13 H 0.184 2.094 1.600
14 H -0.311 0.669 2.106
15 H 0.018 2.498 -0.631
16 H -0.250 -0.907 -0.954
17 H 2.874 -0.286 -0.697
18 H 2.184 -1.689 -1.528
19 H 1.778 -0.059 -2.082
20 H 1.218 -0.920 1.572

Properties
* SMILES string: CC(=O)[C@](N)(O)[C@@H](C)O
* orbital gap: 9.8 eV
* M: 133.15 g mol⁻¹
* total charge: 0


(ii)
C5H11NO3 | ωB97M-V/def2-TZVPD

Cartesian coordinates (Å):
1 C 0.703 -0.829 1.263
2 C 0.535 0.020 0.000
3 C 0.705 -0.833 -1.260
4 C 1.561 1.151 -0.002
5 N -0.805 0.610 -0.002
6 O -0.892 2.011 -0.001
7 C -2.001 0.007 -0.001
8 O -3.042 0.641 0.000
9 O -1.967 -1.341 -0.001
10 H 1.710 -1.236 1.298
11 H 0.542 -0.219 2.149
12 H -0.005 -1.652 1.269
13 H 0.542 -0.227 -2.149
14 H 1.712 -1.238 -1.294
15 H -0.001 -1.658 -1.263
16 H 1.444 1.774 -0.884
17 H 1.441 1.778 0.877
18 H 2.561 0.726 0.001
19 H -1.860 2.173 0.000
20 H -2.882 -1.658 0.000

Properties
* SMILES string: CC(C)(C)N(O)C(=O)O
* orbital gap: 9.6 eV
* M: 133.15 g mol⁻¹
* total charge: 0


Result of the stability comparison: (ii) is the most stable of them.


(i)
C5H11NO3 | ωB97M-V/def2-TZVPD

Cartesian coordinates (Å):
1 H 2.351 1.588 0.587
2 N 2.557 0.642 0.890
3 C 1.967 -0.282 0.304
4 C 2.292 -1.723 0.448
5 O 1.128 0.055 -0.862
6 O 0.877 -0.989 -1.799
7 H 3.042 -1.843 1.223
8 H 2.725 -2.106 -0.475
9 H 1.373 -2.277 0.639
10 H -0.044 -1.254 -1.556
11 C -1.467 1.441 -1.002
12 C -1.506 0.209 -0.147
13 C -2.224 0.491 1.255
14 O -1.447 -0.948 -0.510
15 H -2.443 1.912 -1.087
16 H -1.045 1.206 -1.977
17 H -0.819 2.173 -0.520
18 H -3.267 0.609 0.959
19 H -1.905 1.438 1.683
20 H -2.147 -0.344 1.947

Properties
* SMILES string: [H]/N=C(/C)OO.CC(C)=O
* orbital gap: 10.7 eV
* M: 133.15 g mol⁻¹
* total charge: 0


(ii)
C5H11NO3 | ωB97M-V/def2-TZVPD

Cartesian coordinates (Å):
1 C -1.430 -0.498 -0.469
2 C -0.582 0.477 -0.991
3 C 1.628 0.290 0.082
4 C 1.784 1.730 0.510
5 C 0.216 -0.790 0.602
6 N -1.723 -1.720 -1.077
7 O -2.411 -0.051 0.424
8 O -0.112 -0.209 1.797
9 O 0.538 -1.970 0.465
10 H -3.109 -0.721 0.384
11 H -1.086 -0.216 1.864
12 H -1.575 -1.720 -2.079
13 H -1.154 -2.454 -0.645
14 H -0.647 1.492 -0.627
15 H -0.058 0.294 -1.917
16 H 2.255 -0.345 0.709
17 H 1.923 0.080 -0.945
18 H 1.320 2.447 -0.173
19 H 2.844 1.996 0.574
20 H 1.377 1.888 1.512

Properties
* orbital gap: 8.1 eV
* M: 133.15 g mol⁻¹
* total charge: 0


(iii)
C5H11NO3 | ωB97M-V/def2-TZVPD

Cartesian coordinates (Å):
1 C -1.453 -1.789 0.666
2 C -1.932 -0.401 0.097
3 C -1.709 1.954 -0.449
4 C 3.010 -0.133 -0.120
5 C 1.532 -0.531 -0.414
6 H -0.225 -1.979 1.171
7 H -1.670 -2.465 -0.558
8 H -2.296 -1.978 1.417
9 H -0.395 0.616 0.823
10 H -2.210 1.411 -1.308
11 H -2.355 2.732 0.157
12 H -0.722 2.549 -0.503
13 H 3.935 1.264 0.968
14 H 1.653 -1.367 -1.187
15 H 1.051 -0.865 0.551
16 H 1.080 0.238 -0.918
17 N -1.532 0.796 0.533
18 O -2.655 -0.466 -0.867
19 O 3.892 -0.540 -0.773
20 O 3.003 0.957 0.715

Properties
* orbital gap: 10.1 eV
* M: 133.15 g mol⁻¹
* total charge: 0


(iv)
C5H11NO3 | ωB97M-V/def2-TZVPD

Cartesian coordinates (Å):
1 C 1.968 -2.011 0.124
2 N 1.402 -0.973 0.555
3 C -0.024 -0.810 0.363
4 C -0.554 0.186 1.398
5 C -0.017 1.595 1.259
6 C -0.357 2.150 -0.154
7 O -1.454 2.493 -0.506
8 O 0.725 2.116 -0.943
9 H 1.561 -2.929 -0.286
10 H 3.065 -2.072 0.136
11 H -0.202 -0.386 -0.620
12 H -0.607 -1.735 0.278
13 H -1.614 -0.085 1.671
14 H -0.285 -0.184 2.390
15 H 1.065 1.629 1.327
16 H -0.511 2.243 1.981
17 H 0.545 2.275 -1.875
18 O -1.308 -1.323 -2.394
19 H -1.327 -0.393 -2.635
20 H -2.072 -1.787 -2.070

Properties
* SMILES string: C=NCCCC(=O)O.O
* orbital gap: 10.1 eV
* M: 133.15 g mol⁻¹
* total charge: 0


Result of the stability comparison: (iv) is the most stable of them.


(i)
C2H6FP | ωB97M-V/def2-TZVPD

Cartesian coordinates (Å):
1 C 1.132 -0.576 0.909
2 C -1.586 0.446 -0.833
3 F -1.819 -0.863 -0.515
4 P 0.760 1.071 0.094
5 H 1.240 -1.422 0.374
6 H 0.417 -0.804 1.664
7 H 2.043 -0.281 1.386
8 H -2.240 1.021 -0.144
9 H -1.627 0.551 -1.928
10 H 1.680 0.857 -1.008

Properties
* orbital gap: 8.8 eV
* M: 80.04 g mol⁻¹
* total charge: 0


(ii)
C2H6FP | ωB97M-V/def2-TZVPD

Cartesian coordinates (Å):
1 C 2.155 1.101 -0.086
2 C -1.158 -1.247 -0.132
3 F -2.039 1.004 0.959
4 P -1.394 0.575 -0.579
5 H 1.998 2.147 0.065
6 H 1.822 0.504 -0.952
7 H 1.897 0.444 0.763
8 H -0.288 -1.528 -0.682
9 H -2.134 -1.832 -0.220
10 H -0.859 -1.168 0.864

Properties
* orbital gap (alpha / beta): 8.6 / 8.3 eV
* M: 80.04 g mol⁻¹
* total charge: 0


Result of the stability comparison: (i) is the most stable of them.


(i)
C8H13N2 | ωB97M-V/def2-TZVPD

Cartesian coordinates (Å):
1 C -1.338 -1.507 0.640
2 C -1.750 -1.349 -0.784
3 C -1.319 1.105 0.125
4 C -0.030 1.912 0.302
5 C 1.728 -1.093 -0.563
6 C 1.994 -0.942 0.833
7 C -0.834 -0.321 -0.151
8 C 0.564 -0.176 -0.548
9 N 0.928 1.221 -0.602
10 N 2.825 -0.210 -0.046
11 H -2.063 -1.308 1.414
12 H -0.632 -2.286 0.888
13 H -1.333 -2.018 -1.520
14 H -2.761 -1.036 -0.994
15 H -1.954 1.161 1.006
16 H -1.891 1.476 -0.728
17 H -0.138 2.963 0.045
18 H 0.345 1.827 1.323
19 H 1.893 -1.938 -1.208
20 H 1.696 -0.915 1.849
21 H 0.881 1.609 -1.548
22 H 3.779 -0.543 -0.145
23 H 1.991 1.133 -0.321

Properties
* orbital gap (alpha / beta): 8.1 / 8.1 eV
* M: 137.21 g mol⁻¹
* total charge: +1


(ii)
C8H13N2 | ωB97M-V/def2-TZVPD

Cartesian coordinates (Å):
1 C 1.398 1.749 0.109
2 C 1.256 0.331 0.735
3 C 1.720 -0.729 -0.248
4 C 0.658 -1.881 0.028
5 C -0.472 -1.098 0.443
6 N -0.163 0.059 0.854
7 C -1.686 0.559 0.987
8 N -2.240 0.974 -0.155
9 C -2.358 -0.398 -0.736
10 C -1.944 -0.972 0.595
11 H 1.657 1.654 -0.882
12 H 2.218 2.379 0.637
13 H 0.295 2.150 0.059
14 H 1.596 0.161 1.790
15 H 2.748 -1.219 -0.268
16 H 1.435 -0.378 -1.185
17 H 0.855 -2.579 0.873
18 H 0.538 -2.488 -0.799
19 H -1.862 1.071 2.002
20 H -1.988 1.706 -0.717
21 H -1.699 -0.521 -1.579
22 H -3.505 -0.561 -0.819
23 H -2.358 -1.773 1.209

Properties
* SMILES string: C[C@@H]1CCC2=[N+]1[C@H]1NC[C@@H]21
* orbital gap: 10.9 eV
* M: 137.21 g mol⁻¹
* total charge: +1


Result of the stability comparison: (ii) is the most stable of them.


(i)
C8H14OS | ωB97M-V/def2-TZVPD

Cartesian coordinates (Å):
1 C 0.828 1.351 0.259
2 C 2.062 0.490 0.058
3 C 1.828 -0.981 0.430
4 C 0.887 -1.780 -0.555
5 C -0.361 -1.035 -1.025
6 C -0.908 0.112 -0.175
7 C -1.344 -0.208 1.207
8 C -1.878 1.009 -0.972
9 O -0.716 3.017 1.345
10 S 0.730 2.636 1.231
11 H 2.398 0.849 -0.962
12 H 2.945 0.730 0.679
13 H 2.889 -1.301 0.428
14 H 1.325 -0.896 1.484
15 H 1.364 -2.161 -1.418
16 H 0.502 -2.632 -0.096
17 H -0.178 -0.488 -1.874
18 H -1.110 -1.684 -1.265
19 H -1.467 0.703 1.668
20 H -0.674 -0.886 1.584
21 H -2.379 -0.756 1.328
22 H -2.966 0.775 -0.867
23 H -1.802 1.213 -2.053
24 H -1.976 1.925 -0.439

Properties
* orbital gap: 9.0 eV
* M: 158.27 g mol⁻¹
* total charge: 0


(ii)
C8H14OS | ωB97M-V/def2-TZVPD

Cartesian coordinates (Å):
1 C -2.977 1.666 -0.236
2 C -2.058 0.764 0.131
3 O -1.323 0.746 1.294
4 S -1.908 -0.618 -0.850
5 C -0.360 -1.411 -0.306
6 C -0.467 -2.138 1.113
7 C 0.879 -0.551 -0.458
8 C 0.787 0.279 -1.728
9 C 1.713 -0.210 0.546
10 C 2.789 0.825 0.278
11 H -3.159 2.527 0.356
12 H -3.520 1.592 -1.155
13 H -1.726 1.441 1.915
14 H -0.160 -2.245 -1.116
15 H -1.426 -2.665 1.144
16 H -0.457 -1.515 2.016
17 H 0.358 -2.830 1.042
18 H 1.623 0.204 -2.427
19 H 0.924 1.357 -1.349
20 H -0.183 0.195 -2.283
21 H 1.634 -0.719 1.470
22 H 3.232 0.624 -0.604
23 H 3.486 0.853 1.044
24 H 2.301 1.829 0.163

Properties
* SMILES string: C=C(O)S[C@H](C)/C(C)=C/C
* orbital gap: 8.6 eV
* M: 158.27 g mol⁻¹
* total charge: 0


Result of the stability comparison: (ii) is the most stable of them.


(i)
H2O4S2 | ωB97M-V/def2-TZVPD

Cartesian coordinates (Å):
1 O 0.969 -3.147 1.430
2 O -0.177 1.204 0.847
3 O -1.139 1.141 -0.157
4 O -0.592 1.542 -1.369
5 S 0.321 -1.739 -0.937
6 S 1.085 -1.845 0.809
7 H -0.197 2.122 1.166
8 H -0.269 0.722 -1.790

Properties
* orbital gap: 8.4 eV
* M: 130.15 g mol⁻¹
* total charge: 0


(ii)
H2O4S2 | ωB97M-V/def2-TZVPD

Cartesian coordinates (Å):
1 O 1.468 -1.254 -0.443
2 O 0.406 2.536 -0.377
3 O -0.622 1.855 0.332
4 O -0.593 -2.101 0.728
5 S -0.976 0.407 -0.419
6 S 0.467 -0.881 0.557
7 H 0.063 2.406 -1.322
8 H -0.212 -2.969 0.945

Properties
* orbital gap: 9.5 eV
* M: 130.15 g mol⁻¹
* total charge: 0


Result of the stability comparison: (ii) is the most stable of them.